{
  "formula": "C8H24AlN3O2",
  "method": "ωB97M-V/def2-TZVPD",
  "total_charge": 0,
  "lumo_ev": -1.61,
  "orbital_gap_ev": 5.9991,
  "elements": ["C", "C", "O", "C", "N", "C", "C", "O", "Al", "C", "C", "C", "N", "H", "H", "H", "H", "H", "H", "H", "H", "H", "H", "H", "H", "H", "H", "H", "H", "H", "H", "H", "H", "N", "H", "H", "H", "H"],
  "xyz": [[-1.0643, -2.5092, 1.8723], [-0.6574, -3.5605, 0.8498], [0.1408, -4.5688, 1.4741], [0.0576, -2.9473, -0.3668], [-0.8286, -2.7436, -1.5238], [-0.8088, -1.3726, -2.0410], [-1.5197, -0.3866, -1.1037], [-0.6648, 0.3001, -0.2280], [0.4777, 1.5312, -0.8383], [0.7427, 2.7880, 0.7076], [2.3234, 0.8848, -1.3722], [3.1605, 2.0884, -1.5268], [3.9938, 2.6023, -0.7106], [-0.1823, -1.9743, 2.2391], [-1.7214, -1.7656, 1.4193], [-1.5853, -2.9782, 2.7092], [-1.5513, -4.0694, 0.4855], [0.9401, -4.1439, 1.8132], [0.8646, -3.6388, -0.6334], [0.5161, -1.9925, -0.0871], [-0.5221, -3.3633, -2.2615], [-1.3087, -1.3691, -3.0134], [0.2220, -1.0211, -2.2026], [-2.2245, -0.9864, -0.5109], [-2.1261, 0.3097, -1.7033], [-0.2240, 2.2878, -2.0962], [-0.1934, 2.9581, 1.2474], [1.1829, 3.7474, 0.4198], [1.4381, 2.3391, 1.4288], [2.3068, 0.3269, -2.3128], [2.7376, 0.2570, -0.5723], [3.0042, 2.6436, -2.4589], [4.0619, 2.0087, 0.1207], [-2.2092, 3.6693, 2.1641], [-1.8726, 4.1944, 1.3507], [-2.3889, 2.7062, 1.8581], [-1.4614, 3.6546, 2.8617], [-3.0559, 4.0937, 2.5423]],
  "atomic_forces_ev_per_a": [[-0.110, -0.014, -0.054], [-0.061, 0.235, 0.053], [0.140, 0.075, 0.020], [0.049, -0.149, -0.051], [0.221, 0.134, 0.061], [-0.012, 0.012, -0.009], [-0.103, -0.183, 0.179], [0.003, 0.095, -0.107], [-0.184, 0.174, -0.056], [0.334, -0.083, 0.139], [0.218, 0.024, 0.185], [-0.042, -0.021, -0.180], [-0.003, 0.054, 0.091], [-0.026, -0.049, 0.023], [0.039, 0.008, -0.014], [0.071, 0.026, 0.007], [0.100, -0.108, -0.002], [-0.142, -0.084, -0.036], [-0.020, 0.037, 0.013], [-0.014, -0.053, 0.020], [-0.148, -0.027, -0.013], [-0.008, -0.084, 0.048], [-0.085, 0.093, -0.034], [-0.070, 0.056, -0.083], [0.158, 0.051, -0.017], [-0.085, 0.007, 0.006], [-0.039, 0.025, 0.031], [-0.133, 0.019, 0.004], [-0.086, 0.042, 0.046], [-0.128, -0.034, 0.053], [-0.082, -0.083, -0.076], [0.042, 0.008, 0.020], [0.018, 0.003, -0.012], [-0.087, -0.053, -0.131], [0.103, -0.072, -0.010], [0.109, -0.015, -0.047], [0.072, -0.029, -0.074], [-0.009, -0.034, 0.009]]
}